Molecular formula: C4H5NO
Method: DFT, ωB97M-V/def2-TZVPD

Cartesian coordinates (Å):
H  2.7066  -1.0184  -0.0027
N  2.3849  -0.0636  -0.1828
C  1.1229  -0.0259  -0.1175
C  0.1885  1.1101  -0.3028
C  -1.0061  0.7575  0.1477
C  -1.0176  -0.7132  0.3556
O  0.3414  -1.1128  0.2058
H  0.1676  1.8635  -1.0615
H  -1.8709  1.4062  0.1135
H  -1.6158  -1.1399  -0.4655
H  -1.4016  -1.0636  1.3101

Cartesian forces (eV/Å) of the 6 atoms listed first:
0.0 0.2 0.1
-0.5 -0.1 -0.2
0.1 0.0 -0.3
-0.5 -0.4 -0.5
-0.1 -0.1 -0.3
-0.2 -0.1 0.3

Computed properties:
Molecular weight: 83.1 g/mol
Max |F|: 1.69 eV Å⁻¹
SMILES: [H]/N=C1/C=CCO1
Gap between HOMO and LUMO: 10.3 eV
Energy relative to the best compared isomer or geometry (same formula, charge and spin): 126.10 kJ/mol
2S+1: 1
HOMO energy: -0.3503 hartree

For each atom in turn, the Löwdin charge in e is:
1 H 0.061
2 N 0.148
3 C -0.443
4 C -0.010
5 C -0.049
6 C -0.173
7 O -0.021
8 H 0.112
9 H 0.114
10 H 0.137
11 H 0.124

Molecular formula: C5H14O
Method: DFT, ωB97M-V/def2-TZVPD

Cartesian coordinates (Å):
C  -1.4300  -0.1890  -1.6145
C  -0.8654  1.1721  -1.2088
C  -1.2938  1.5544  0.2071
O  0.5818  0.9763  -1.2671
H  -1.2015  -0.9140  -0.8348
H  -0.8788  -0.5884  -2.4664
H  -2.5032  -0.1604  -1.7919
H  -1.1067  1.9374  -1.9469
H  -2.3795  1.5991  0.1231
H  -0.9434  0.8328  0.9359
H  -0.8254  2.5161  0.4223
H  0.9596  1.8041  -1.5891
C  2.2378  -1.4400  1.4378
C  0.6896  -1.2269  1.3599
H  2.7122  -0.4596  1.4565
H  2.6264  -2.0958  2.2060
H  2.5222  -1.8670  0.4738
H  0.2636  -1.7872  2.1875
H  0.4593  -0.1861  1.5417
H  0.3753  -1.4779  0.3681

Cartesian forces (eV/Å) of the 6 atoms listed first:
0.4 0.0 0.1
1.2 -1.4 0.1
0.2 0.4 -1.4
-0.3 0.6 0.0
-0.3 0.1 0.3
-0.3 0.3 -0.3

Computed properties:
Molecular weight: 90.2 g/mol
Max |F|: 2.13 eV Å⁻¹
SMILES: CC(C)O.CC
Gap between HOMO and LUMO: 11.1 eV
Energy relative to the best compared isomer or geometry (same formula, charge and spin): 86.26 kJ/mol
2S+1: 1
HOMO energy: -0.3760 hartree

For each atom in turn, the Löwdin charge in e is:
1 C -0.061
2 C -0.459
3 C -0.051
4 O -0.078
5 H 0.057
6 H 0.081
7 H 0.079
8 H 0.131
9 H 0.084
10 H 0.045
11 H 0.081
12 H 0.083
13 C -0.145
14 C -0.146
15 H 0.057
16 H 0.053
17 H 0.056
18 H 0.065
19 H 0.032
20 H 0.037

Molecular formula: C5H11NO
Method: DFT, ωB97M-V/def2-TZVPD

Cartesian coordinates (Å):
C  1.8197  1.0228  0.7597
N  1.2566  0.2594  -0.1318
O  1.8414  -0.3762  -1.0249
C  -0.2257  -0.0197  -0.0871
C  -0.6969  0.0041  -1.5936
C  -0.3110  -1.5142  0.3525
C  -0.9584  0.8666  0.8726
H  2.8477  0.9572  0.7214
H  1.2305  1.2993  1.5878
H  -0.7228  0.9611  -2.0492
H  0.0393  -0.5652  -2.1387
H  -1.7126  -0.5318  -1.7514
H  0.1195  -1.6183  1.3068
H  0.2792  -2.1218  -0.4540
H  -1.4275  -1.7485  0.3284
H  -0.7133  0.5286  1.8309
H  -0.6349  1.8568  0.6914
H  -2.0310  0.7398  0.7792

Cartesian forces (eV/Å) of the 6 atoms listed first:
-1.3 -1.3 -0.9
-1.0 0.4 0.7
1.2 -0.1 -0.5
-0.5 -1.6 -1.8
-1.3 -1.6 1.0
-0.9 0.1 -3.1

Computed properties:
Molecular weight: 101.1 g/mol
Max |F|: 3.27 eV Å⁻¹
SMILES: C=[N+]([O-])C(C)(C)C
Gap between HOMO and LUMO: 9.7 eV
Energy relative to the best compared isomer or geometry (same formula, charge and spin): 335.52 kJ/mol
2S+1: 1
HOMO energy: -0.3237 hartree

For each atom in turn, the Löwdin charge in e is:
1 C 0.096
2 N -0.299
3 O -0.067
4 C -0.514
5 C -0.029
6 C -0.031
7 C -0.050
8 H 0.070
9 H 0.061
10 H 0.062
11 H 0.059
12 H 0.116
13 H 0.058
14 H 0.122
15 H 0.108
16 H 0.063
17 H 0.078
18 H 0.098

Molecular formula: C40H83N5O5SSi2
Method: DFT, ωB97M-V/def2-TZVPD

Cartesian coordinates (Å):
C  -6.2403  6.1063  -2.4073
C  -5.9970  4.9372  -2.3534
Si  -6.0085  3.0871  -2.4844
S  -5.4604  2.6199  -4.4940
O  -7.5085  2.4604  -2.2006
Si  -8.8382  3.4631  -2.0505
N  -10.3141  2.5415  -2.2513
C  -11.3961  3.4894  -2.5986
C  -12.7209  2.7690  -2.8712
H  -6.7036  7.0412  -2.5054
H  -4.9609  2.5266  -1.6310
H  -6.1836  3.5246  -5.1656
H  -8.8868  4.1728  -0.7592
H  -8.7982  4.4757  -3.1296
H  -10.1847  1.8908  -3.0189
H  -11.5319  4.1133  -1.7222
H  -11.1286  4.1476  -3.4211
H  -12.5839  1.7130  -3.0418
H  -13.1624  3.1962  -3.7616
H  -13.3976  2.9463  -2.0542
C  -0.0468  0.9647  0.0880
C  -0.4362  1.6890  1.3965
C  -0.1234  0.7951  2.5969
C  -1.0901  -0.3714  2.7637
C  -2.5352  0.1151  2.7650
C  -2.8822  0.9784  1.5531
N  -1.8842  2.0781  1.3622
O  -2.1036  3.0025  2.2302
C  -2.9658  0.0975  0.2922
C  -4.2910  1.5378  1.7294
C  0.4648  2.9176  1.4584
H  -0.6401  1.3186  -0.7557
H  0.9959  1.1522  -0.1645
H  -0.1492  -0.1183  0.1527
H  -0.1388  1.3987  3.5104
H  0.8949  0.4110  2.4992
H  -0.9375  -1.1108  1.9727
H  -0.8790  -0.8870  3.7023
H  -3.2092  -0.7432  2.8000
H  -2.7164  0.6858  3.6816
H  -3.1099  0.7098  -0.5995
H  -3.8176  -0.5779  0.3684
H  -2.0950  -0.5338  0.1356
H  -4.4036  2.0991  2.6556
H  -5.0109  0.7211  1.7661
H  -4.5738  2.1907  0.9015
H  0.2833  3.5990  0.6245
H  1.5075  2.6054  1.4140
H  0.3483  3.4791  2.3849
C  4.3072  -2.9635  -2.3072
C  3.1372  -2.4177  -1.4529
C  3.3690  -0.9423  -1.1297
C  4.4482  -0.7022  -0.0749
C  4.1782  -1.5375  1.1761
C  3.9837  -3.0228  0.8757
N  2.9802  -3.2270  -0.2092
O  1.7920  -3.0632  0.2650
C  5.3332  -3.6619  0.5009
C  3.5457  -3.7425  2.1462
C  1.8997  -2.5444  -2.3345
H  4.4313  -4.0372  -2.1658
H  4.1178  -2.8036  -3.3680
H  5.2574  -2.4763  -2.0935
H  2.4330  -0.5012  -0.7742
H  3.6319  -0.4069  -2.0449
H  5.4385  -0.9273  -0.4797
H  4.4657  0.3564  0.1932
H  4.9999  -1.4172  1.8848
H  3.2837  -1.1457  1.6730
H  5.1990  -4.6957  0.1798
H  5.9946  -3.6754  1.3669
H  5.8729  -3.1291  -0.2786
H  2.6456  -3.3084  2.5791
H  4.3332  -3.6715  2.8954
H  3.3592  -4.7996  1.9519
H  1.6905  -3.5889  -2.5715
H  2.0640  -2.0120  -3.2704
H  1.0126  -2.1146  -1.8715
C  -3.7589  6.4639  0.8662
C  -2.4160  6.9946  0.3075
C  -1.3282  6.8181  1.3582
C  -1.4168  7.8147  2.5122
C  -1.4929  9.2484  1.9858
C  -2.6100  9.4503  0.9604
N  -2.5506  8.4204  -0.1170
O  -1.6089  8.7180  -0.9449
C  -3.9768  9.4205  1.6701
C  -2.5042  10.8482  0.3610
C  -2.1051  6.0994  -0.8836
H  -4.6127  6.9543  0.3977
H  -3.8720  5.3976  0.6752
H  -3.8366  6.5822  1.9463
H  -0.3447  6.9244  0.8871
H  -1.3713  5.7988  1.7505
H  -2.2812  7.5952  3.1449
H  -0.5397  7.7071  3.1532
H  -1.6385  9.9402  2.8184
H  -0.5306  9.5096  1.5343
H  -4.7906  9.4539  0.9445
H  -4.0772  10.2918  2.3175
H  -4.1237  8.5528  2.3080
H  -1.5285  11.0348  -0.0839
H  -2.6524  11.5931  1.1422
H  -3.2659  11.0049  -0.4043
H  -2.8647  6.2081  -1.6603
H  -2.0969  5.0550  -0.5699
H  -1.1287  6.2954  -1.3249
C  8.0683  -9.2063  -1.8182
C  7.6928  -8.5384  -0.4734
C  7.9867  -9.4942  0.6836
C  6.9871  -10.6438  0.7998
C  5.5540  -10.1152  0.8309
C  5.2303  -9.1884  -0.3400
N  6.2597  -8.1177  -0.4844
O  6.0682  -7.2148  0.4142
C  5.1101  -10.0105  -1.6370
C  3.8516  -8.5701  -0.1327
C  8.6014  -7.3199  -0.3545
H  7.4769  -8.8006  -2.6390
H  9.1139  -9.0230  -2.0616
H  7.9464  -10.2885  -1.8079
H  7.9843  -8.9353  1.6248
H  8.9960  -9.8948  0.5674
H  7.1156  -11.3510  -0.0243
H  7.1864  -11.2066  1.7136
H  4.8520  -10.9514  0.8327
H  5.3977  -9.5809  1.7734
H  4.9865  -9.3558  -2.5006
H  4.2337  -10.6561  -1.5861
H  5.9563  -10.6666  -1.8242
H  3.7725  -8.0431  0.8165
H  3.0958  -9.3544  -0.1317
H  3.6110  -7.8702  -0.9345
H  8.4071  -6.6042  -1.1552
H  9.6418  -7.6339  -0.4272
H  8.4863  -6.8064  0.5985

Cartesian forces (eV/Å) of the 6 atoms listed first:
-0.5 0.1 0.0
0.0 -1.6 0.1
0.2 0.4 -0.7
0.4 -0.3 -0.1
0.0 0.9 0.5
-0.5 -0.4 -0.1

Computed properties:
Molecular weight: 802.4 g/mol
Max |F|: 2.09 eV Å⁻¹
Gap between HOMO and LUMO (alpha / beta): 8.8 / 9.3 eV
2S+1: 5
HOMO energy (alpha / beta): -0.3004 / -0.3334 hartree

Löwdin atomic charge list, values in e, 99 entries:
1 C 0.043
2 C -0.251
3 Si 0.098
4 S 0.461
5 O -0.399
6 Si 0.453
7 N -0.164
8 C -0.373
9 C -0.086
10 H 0.029
11 H -0.024
12 H -0.190
13 H -0.007
14 H -0.001
15 H 0.069
16 H 0.093
17 H 0.078
18 H 0.065
19 H 0.063
20 H 0.062
21 C -0.032
22 C -0.478
23 C -0.132
24 C -0.170
25 C -0.134
26 C -0.490
27 N -0.080
28 O -0.026
29 C -0.032
30 C -0.042
31 C -0.044
32 H 0.091
33 H 0.068
34 H 0.064
35 H 0.126
36 H 0.120
37 H 0.105
38 H 0.115
39 H 0.126
40 H 0.125
41 H 0.081
42 H 0.089
43 H 0.060
44 H 0.081
45 H 0.088
46 H 0.070
47 H 0.089
48 H 0.084
49 H 0.079
50 C -0.030
51 C -0.486
52 C -0.132
53 C -0.168
54 C -0.132
55 C -0.493
56 N -0.084
57 O -0.022
58 C -0.031
59 C -0.039
60 C -0.044
61 H 0.088
62 H 0.080
63 H 0.067
64 H 0.099
65 H 0.128
66 H 0.102
67 H 0.112
68 H 0.125
69 H 0.116
70 H 0.077
71 H 0.090
72 H 0.060
73 H 0.077
74 H 0.087
75 H 0.090
76 H 0.094
77 H 0.086
78 H 0.073
79 C -0.027
80 C -0.482
81 C -0.136
82 C -0.170
83 C -0.134
84 C -0.498
85 N -0.087
86 O -0.016
87 C -0.037
88 C -0.047
89 C -0.040
90 H 0.079
91 H 0.075
92 H 0.068
93 H 0.127
94 H 0.114
95 H 0.102
96 H 0.113
97 H 0.123
98 H 0.125
99 H 0.090

Molecular formula: C7H13Br3O2
Method: DFT, ωB97M-V/def2-TZVPD

Cartesian coordinates (Å):
C  -1.3913  1.5489  -5.2638
C  -2.7772  1.1773  -5.4691
O  -3.2426  1.7660  -6.4075
C  -3.4938  0.1534  -4.6583
H  -0.9607  1.0854  -4.3762
H  -1.4171  2.5983  -4.9703
H  -0.7590  1.5215  -6.1512
H  -4.3788  0.5774  -4.1839
H  -2.7190  -0.1674  -3.9619
H  -3.5857  -0.5889  -5.4511
C  -1.7031  -2.1160  4.7386
C  -0.2986  -1.4969  4.7663
O  -0.1899  -0.2977  5.1687
C  0.8962  -2.3243  4.3001
H  -2.2532  -1.8815  5.6499
H  -1.5864  -3.1971  4.6627
H  -2.0922  -1.7988  3.7711
H  0.8889  -3.2731  4.8366
H  1.7736  -1.7632  4.6218
H  0.8271  -2.5255  3.2311
C  5.8375  2.2388  0.9895
Br  6.2845  0.3781  1.2833
Br  5.0217  3.1374  2.5225
Br  4.6267  2.3430  -0.5185
H  6.6922  2.9047  0.8696

Cartesian forces (eV/Å) of the 6 atoms listed first:
2.1 0.5 2.2
-0.1 1.1 -1.3
-2.1 0.1 -1.0
1.5 0.4 -0.2
0.5 -0.4 -0.3
-0.1 0.2 -0.1

Computed properties:
Molecular weight: 368.9 g/mol
Max |F|: 4.26 eV Å⁻¹
Gap between HOMO and LUMO: 9.3 eV
2S+1: 1
HOMO energy: -0.3474 hartree

For each atom in turn, the Löwdin charge in e is:
1 C -0.042
2 C -0.557
3 O 0.061
4 C 0.001
5 H 0.074
6 H 0.096
7 H 0.098
8 H 0.097
9 H 0.072
10 H 0.100
11 C -0.028
12 C -0.435
13 O 0.006
14 C -0.026
15 H 0.086
16 H 0.066
17 H 0.087
18 H 0.078
19 H 0.081
20 H 0.086
21 C -1.610
22 Br 0.558
23 Br 0.538
24 Br 0.540
25 H -0.027

Molecular formula: C3H12NO3Si
Method: DFT, ωB97M-V/def2-TZVPD

Cartesian coordinates (Å):
C  -2.0257  0.9111  -1.0837
C  -1.1074  0.4464  -2.2454
C  1.0776  0.7048  1.4967
N  0.5383  -0.1948  2.6145
O  0.1297  -1.8485  0.4935
O  2.3693  -1.1150  -0.7520
O  0.1819  0.0962  -1.7216
Si  0.8345  -0.6437  -0.4547
H  -1.8040  0.2718  -0.2380
H  -1.8444  1.9143  -0.8138
H  -3.0935  0.8821  -1.5598
H  -0.7237  1.0684  -2.9966
H  -1.6706  -0.4667  -2.6609
H  0.4779  1.5546  1.3303
H  2.0980  0.9939  1.5044
H  0.0406  -1.0398  2.0830
H  -0.1660  0.3318  3.0780
H  1.4248  -0.4845  3.0159
H  0.2729  -2.7587  0.2646
H  2.9901  -0.6236  -1.3546

Cartesian forces (eV/Å) of the 6 atoms listed first:
-1.2 0.0 -3.1
-1.2 -2.3 1.6
-1.5 -2.5 -3.8
0.4 -1.0 -3.9
0.0 1.5 -0.9
0.3 0.7 -0.8

Computed properties:
Molecular weight: 138.2 g/mol
Max |F|: 4.80 eV Å⁻¹
Gap between HOMO and LUMO: 10.5 eV
Energy relative to the best compared isomer or geometry (same formula, charge and spin): 162.41 kJ/mol
Total charge: +1
2S+1: 1
HOMO energy: -0.5031 hartree

For each atom in turn, the Löwdin charge in e is:
1 C -0.060
2 C -0.222
3 C -0.090
4 N 0.117
5 O -0.123
6 O -0.094
7 O -0.170
8 Si 0.424
9 H 0.050
10 H 0.054
11 H 0.128
12 H 0.106
13 H 0.145
14 H 0.037
15 H 0.051
16 H 0.154
17 H 0.138
18 H 0.158
19 H 0.081
20 H 0.116